{"formula": "C43H35AsF3N4OPbS", "method": "ωB97M-V/def2-TZVPD", "symbols": ["Pb", "S", "C", "C", "C", "C", "C", "C", "H", "H", "H", "H", "H", "F", "C", "F", "F", "C", "C", "C", "N", "C", "C", "H", "H", "H", "H", "C", "C", "C", "C", "C", "C", "As", "C", "C", "C", "C", "C", "C", "C", "C", "C", "C", "C", "C", "H", "H", "H", "H", "H", "H", "H", "H", "H", "H", "H", "H", "H", "C", "C", "C", "C", "C", "N", "C", "O", "N", "C", "C", "C", "C", "N", "C", "C", "C", "H", "H", "H", "H", "H", "H", "H", "H", "H", "H", "H", "H", "H"], "positions_angstrom": [[-0.583399, -1.457618, 0.597522], [-1.818565, -1.217104, 2.784002], [-0.827455, -1.805583, 4.149516], [-1.261222, -2.934328, 4.838170], [-0.575056, -3.364477, 5.965681], [0.545384, -2.677190, 6.410882], [0.992584, -1.566016, 5.710303], [0.310563, -1.129507, 4.582571], [-2.140486, -3.463356, 4.494139], [-0.921484, -4.241552, 6.498244], [1.062306, -3.000589, 7.304616], [1.871978, -1.027964, 6.043688], [0.666897, -0.259858, 4.045903], [-1.023948, 5.899583, 0.686611], [0.173616, 5.317242, 0.535616], [0.945433, 5.701399, 1.561888], [0.723303, 5.775868, -0.594198], [0.026077, 3.815213, 0.511294], [-0.167256, 3.133831, 1.699674], [-0.335770, 1.763364, 1.648986], [-0.312114, 1.077130, 0.504230], [-0.130613, 1.743413, -0.639500], [0.045273, 3.114340, -0.683452], [-0.188682, 3.651127, 2.649286], [-0.513324, 1.188335, 2.547573], [-0.111029, 1.153197, -1.550097], [0.196418, 3.620951, -1.625559], [7.315823, -0.924154, 0.325957], [6.763625, -1.491373, -0.812773], [5.384166, -1.582219, -0.952505], [4.556553, -1.102950, 0.054526], [5.111843, -0.527248, 1.193804], [6.488729, -0.445674, 1.333687], [2.600437, -1.152681, -0.063129], [2.319010, -2.664495, 1.139444], [2.292690, -2.630003, 2.527066], [2.103670, -3.806998, 3.240104], [1.949647, -5.008728, 2.559459], [1.970029, -5.045016, 1.170973], [2.143127, -3.870102, 0.447679], [2.156003, -3.740123, -1.023675], [1.954406, -4.769072, -1.937733], [1.962533, -4.498929, -3.298546], [2.167088, -3.204725, -3.762628], [2.362840, -2.169388, -2.858056], [2.365764, -2.437690, -1.496761], [8.391124, -0.853170, 0.428938], [7.406495, -1.868192, -1.598264], [4.960866, -2.035138, -1.839855], [4.465744, -0.145510, 1.977573], [6.915986, -0.005012, 2.225565], [2.425688, -1.693431, 3.057035], [2.079286, -3.786152, 4.322729], [1.814275, -5.927396, 3.115980], [1.852249, -5.992118, 0.657802], [1.791488, -5.783641, -1.594274], [1.807351, -5.304508, -4.004809], [2.174119, -3.006106, -4.826508], [2.528839, -1.159371, -3.214941], [-1.478275, 6.462039, -5.156564], [-2.163683, 5.403893, -4.332712], [-2.059475, 4.055966, -4.660836], [-2.735944, 3.090658, -3.933746], [-3.538185, 3.450386, -2.855264], [-4.199187, 2.399001, -2.170914], [-5.154240, 2.498773, -1.202009], [-5.644082, 3.511920, -0.766036], [-5.625165, 1.240308, -0.768334], [-4.942662, 0.062829, -0.511704], [-5.671415, -1.101824, -0.245055], [-5.009522, -2.291976, -0.037216], [-3.626350, -2.306900, -0.061478], [-2.920451, -1.192711, -0.245696], [-3.552551, -0.036515, -0.472906], [-3.646667, 4.791552, -2.504396], [-2.961246, 5.744150, -3.244886], [-0.567823, 6.079886, -5.617927], [-1.221649, 7.329730, -4.549740], [-2.140113, 6.799890, -5.956942], [-1.443127, 3.756263, -5.501379], [-2.653764, 2.044323, -4.217200], [-4.096298, 1.494316, -2.598268], [-6.546811, 1.310772, -0.367138], [-6.754446, -1.062919, -0.221085], [-5.558671, -3.204417, 0.152376], [-3.071216, -3.223835, 0.106179], [-2.929067, 0.840646, -0.595450], [-4.261581, 5.087438, -1.669511], [-3.057252, 6.787828, -2.965602]], "forces_ev_per_a": [[0.1085, -0.0727, -0.2068], [-0.1495, 0.0666, 0.2841], [0.0744, 0.0245, -0.2362], [0.0845, 0.0045, 0.0450], [-0.0326, -0.0385, -0.0173], [-0.0126, -0.0009, 0.0180], [-0.0212, 0.0863, -0.0382], [-0.1005, -0.0724, 0.1516], [0.0110, 0.0074, 0.0134], [-0.0018, 0.0386, 0.0051], [0.0223, -0.0217, -0.0228], [-0.0252, -0.0156, 0.0140], [-0.0476, 0.0648, -0.0122], [0.0491, 0.0129, -0.0444], [0.0441, 0.0313, 0.0089], [-0.0292, 0.0167, -0.0650], [-0.0531, 0.0216, 0.0592], [-0.0258, -0.0702, -0.0307], [0.0105, 0.0063, 0.0190], [0.0012, 0.0052, 0.0144], [-0.2811, -0.0106, 0.0404], [0.1012, -0.0914, -0.0277], [-0.0286, 0.0159, -0.0280], [0.0042, -0.0107, -0.0232], [-0.0479, -0.0364, 0.0344], [0.0070, 0.0167, 0.0312], [-0.0380, -0.0128, -0.0358], [0.0104, -0.0108, 0.0019], [0.0047, 0.0063, -0.0074], [-0.0321, -0.0149, 0.0358], [-0.0802, 0.1060, -0.0114], [-0.0478, -0.0112, -0.0446], [-0.0052, -0.0025, 0.0099], [0.4832, -0.1266, 0.0055], [0.0362, 0.0232, 0.0481], [0.0592, 0.0247, -0.0838], [0.0210, -0.0536, 0.0038], [0.0078, 0.0298, -0.0171], [-0.0625, -0.0431, -0.0377], [0.0006, 0.0020, 0.0182], [-0.0298, 0.0612, -0.0167], [-0.0137, -0.0445, 0.0063], [0.0068, -0.0096, 0.0098], [0.0014, -0.0145, 0.0150], [0.0237, 0.0319, 0.0246], [-0.0620, 0.0003, -0.0024], [-0.0250, -0.0086, 0.0015], [-0.0071, 0.0101, 0.0149], [0.0243, -0.0033, -0.0086], [0.0397, 0.0285, 0.0150], [-0.0064, -0.0036, -0.0193], [0.0252, -0.0691, -0.0280], [-0.0173, 0.0053, -0.0601], [-0.0018, 0.0169, -0.0098], [-0.0060, 0.0218, 0.0186], [0.0011, 0.0234, -0.0095], [0.0089, 0.0120, 0.0144], [0.0029, 0.0038, 0.0157], [-0.0143, -0.0078, -0.0276], [-0.0655, -0.0645, 0.0374], [0.0138, 0.0656, -0.0116], [0.0439, -0.0144, 0.0285], [0.0233, -0.0898, -0.0254], [-0.0183, 0.0387, 0.0160], [0.1404, 0.1522, 0.0331], [-0.0644, -0.1083, -0.1032], [0.1128, -0.0231, -0.0651], [-0.1591, 0.0396, 0.1303], [0.0626, -0.1365, -0.1130], [0.0089, 0.0353, -0.0932], [-0.0735, -0.0510, 0.0179], [0.0768, 0.0136, 0.0591], [-0.1748, 0.0838, 0.0177], [0.1011, 0.0641, 0.0827], [-0.0032, -0.0264, 0.0992], [0.0573, -0.0005, -0.0014], [-0.0087, 0.0113, 0.0064], [0.0068, -0.0032, -0.0140], [0.0402, 0.0268, -0.0045], [-0.0385, -0.0063, 0.0190], [0.0059, 0.0532, -0.0001], [-0.0144, -0.0745, -0.0104], [-0.0126, 0.0722, 0.0975], [0.0331, -0.0037, -0.0208], [0.0257, 0.0301, -0.0197], [-0.0275, 0.0398, 0.0196], [-0.0305, -0.0243, 0.0080], [-0.0270, -0.0060, -0.0159], [-0.0040, -0.0433, 0.0003]], "lowdin_charge": [1.098, 0.504, -0.656, -0.118, -0.077, -0.091, -0.092, -0.149, 0.101, 0.109, 0.109, 0.112, 0.091, 0.166, -0.590, 0.159, 0.157, -0.080, 0.042, -0.122, -0.082, -0.132, 0.037, 0.138, 0.060, 0.118, 0.130, -0.079, -0.075, -0.096, -0.387, -0.130, -0.080, 1.254, -0.428, -0.113, -0.062, -0.052, -0.012, -0.224, -0.208, -0.015, -0.065, -0.076, -0.109, -0.386, 0.107, 0.108, 0.093, 0.092, 0.107, 0.093, 0.101, 0.111, 0.111, 0.111, 0.109, 0.107, 0.106, -0.047, -0.281, -0.049, -0.039, -0.226, 0.134, -0.503, 0.107, 0.135, -0.208, 0.023, -0.028, -0.182, -0.122, -0.073, -0.005, -0.030, 0.077, 0.079, 0.088, 0.115, 0.110, 0.135, 0.154, 0.129, 0.121, 0.105, 0.106, 0.104, 0.119], "de_lowest_ev": 0.000, "total_energy_ev": -138238.4342, "gap_ev": 7.691, "molar_mass_g_mol": 994.963, "charge": 1}